This record from OMol25 describes a molecular structure, C18H21ClF3N2O10P2ReS3. The level of theory is ωB97M-V with the def2-TZVPD basis set.

spin multiplicity = 2
LUMO energy (spin up / spin down) = -3.59 / -4.10 eV
gap between HOMO and LUMO (spin up / spin down) = 0.2762 / 0.2552 Eh
net charge = +1
energy above the lowest of the compared OMol25 structures with the same formula, charge and spin = 119.3 kJ/mol
expectation value of S² = 0.7554

Structure (XYZ):
```
61
Properties=species:S:1:pos:R:3:forces:R:3:mulliken_charge:R:1
Re 0.584831 0.493737 -0.220931 0.559 0.344 0.339 2.175
C -4.455980 0.644727 1.087812 0.026 0.008 0.003 -1.790
C -2.969006 0.694901 0.756419 -0.191 -0.063 0.009 0.925
O -2.387672 1.962470 1.034021 0.040 -0.018 0.070 -0.411
P -1.984914 -0.515993 1.709906 0.308 0.221 -0.211 0.345
O -2.629692 -1.935398 1.671016 -0.107 0.033 -0.024 -0.502
O -2.092628 -0.120152 3.218459 -0.024 0.023 0.089 -0.610
O -0.553597 -0.473312 1.245998 -0.084 -0.407 0.111 -0.009
P -2.684582 0.472038 -1.042763 0.017 -0.105 0.155 0.793
O -3.222879 -1.030766 -1.192611 0.173 -0.058 -0.024 -0.466
O -3.389955 1.411722 -1.914030 0.058 0.023 -0.021 -0.816
O -1.130142 0.425702 -1.167670 -0.489 0.282 -0.071 -0.488
H -4.606906 0.815150 2.155900 -0.010 0.019 -0.003 0.517
H -4.894827 -0.318810 0.834489 0.027 -0.008 -0.002 0.370
H -4.963921 1.424976 0.521770 -0.014 0.003 0.010 0.443
H -2.716660 2.293118 1.880555 -0.015 0.009 -0.028 0.392
H -2.658965 -2.338250 0.783230 0.043 -0.072 0.030 0.242
H -1.413127 0.535527 3.475344 -0.031 -0.018 -0.016 0.432
H -3.788821 -1.137681 -1.968211 -0.052 0.009 -0.003 0.329
C 3.230788 -1.275843 1.674478 -0.082 -0.027 -0.058 -1.543
C 3.514980 -0.540405 0.404886 -0.102 -0.065 0.110 0.839
N 2.699692 0.192391 -0.331833 0.617 -0.251 -0.113 0.608
C 3.339967 0.662377 -1.470335 -0.055 0.198 -0.112 -0.345
C 4.634188 0.300156 -1.593950 -0.043 -0.039 0.008 -0.424
S 5.072002 -0.668832 -0.263914 0.185 -0.010 -0.014 -0.180
C 2.530258 1.534647 -2.299374 0.017 -0.086 0.133 -0.486
C 2.845700 2.310929 -3.357216 -0.021 -0.039 0.041 -0.231
S 1.502216 3.290676 -3.748965 0.054 0.078 -0.115 -0.159
C 0.579179 2.629796 -2.485365 -0.003 -0.024 0.084 0.798
N 1.239507 1.691248 -1.824336 -0.052 0.145 -0.096 -0.105
C -0.788701 3.143072 -2.214382 0.049 -0.006 -0.021 -1.273
H 2.197403 -1.170957 1.984409 0.023 -0.005 -0.052 0.122
H 3.872488 -0.896289 2.470199 -0.038 0.030 0.011 0.488
H 3.462596 -2.332705 1.537483 0.031 -0.001 0.005 0.541
H 5.331358 0.557734 -2.373260 -0.016 -0.002 -0.001 0.503
H 3.784347 2.383080 -3.880013 -0.014 0.001 -0.009 0.477
H -0.882271 4.148530 -2.621880 -0.020 0.004 0.010 0.601
H -0.981529 3.174477 -1.143349 0.007 -0.016 -0.016 0.071
H -1.548590 2.513485 -2.676831 0.000 0.008 0.015 0.270
F 1.551062 4.479500 2.998763 0.051 0.022 -0.001 -0.169
C 2.124859 3.335904 2.670758 0.025 -0.030 0.001 0.510
F 2.997589 3.531003 1.689051 0.017 -0.002 -0.002 -0.188
F 2.745942 2.816577 3.719678 -0.015 0.018 -0.014 -0.182
S 0.824913 2.170931 2.096482 -0.466 -0.200 -0.594 1.140
O -0.127010 2.077468 3.162404 0.175 -0.086 0.100 -0.680
O 0.353609 2.655556 0.797248 -0.164 0.403 0.160 -0.755
O 1.550669 0.913659 1.743966 -0.204 0.150 0.163 -0.965
Cl -2.269557 -6.114357 0.748942 0.048 0.075 -0.039 -0.205
C -1.370724 -4.754567 0.148407 -0.092 -0.136 0.056 0.241
C -0.262387 -4.302667 0.848628 0.049 0.035 -0.013 -0.911
C 0.437494 -3.209010 0.370095 0.024 -0.012 0.094 0.236
C 0.056354 -2.541872 -0.792502 -0.018 0.147 -0.136 0.615
C 0.803822 -1.337221 -1.310794 -0.247 -0.543 0.203 -1.418
C -1.036453 -3.043546 -1.489376 -0.046 -0.046 -0.027 -0.323
C -1.758555 -4.139795 -1.028996 0.023 0.043 -0.025 -0.904
H 0.040203 -4.805036 1.757034 0.004 0.008 0.000 0.448
H 1.294928 -2.861035 0.928858 -0.012 0.008 0.002 0.049
H 0.437287 -1.117567 -2.316000 0.092 0.039 -0.048 0.568
H 1.855337 -1.599262 -1.386572 0.014 -0.054 -0.114 0.625
H -1.325974 -2.578383 -2.422457 -0.031 0.030 -0.005 0.397
H -2.599543 -4.527554 -1.588774 0.003 0.014 0.014 0.429
```
Forces are in eV/Å.


This record from OMol25 describes a molecular structure, C18H44BeN2O6 at a distorted geometry. The level of theory is ωB97M-V with the def2-TZVPD basis set.

spin multiplicity = 1
LUMO energy = 0.51 eV
gap between HOMO and LUMO = 0.2758 Eh
energy above the lowest of the compared OMol25 structures with the same formula, charge and spin = 105.3 kJ/mol

Structure (XYZ):
```
71
Properties=species:S:1:pos:R:3:forces:R:3:mulliken_charge:R:1
Be -0.192247 0.118183 -0.169643 -0.031 -0.232 0.234 1.163
C 4.369005 -1.261558 0.858871 0.859 0.250 0.050 -1.551
C 3.084146 -0.586422 1.366316 -1.170 -1.040 0.176 0.775
C 3.358604 0.612561 2.283745 -0.087 -0.036 0.517 -1.073
O 2.114966 -0.382451 0.405211 -0.621 0.841 -1.157 -0.436
H 5.142286 -0.578359 0.493748 -0.167 0.219 -0.230 0.304
H 4.222277 -2.030888 0.099349 -0.383 0.174 -0.043 0.342
H 4.846457 -1.789266 1.689939 -0.018 0.082 0.157 0.429
H 2.696543 -1.406863 1.997048 -0.118 0.040 0.764 -0.191
H 4.251449 0.492470 2.903712 0.343 0.006 -0.364 0.448
H 2.589229 0.729111 3.052302 -0.377 -0.056 -0.315 0.120
H 3.389826 1.556223 1.736059 0.234 -0.069 -0.189 0.141
C -4.165003 2.452276 1.441310 0.342 0.646 0.406 -1.782
C -3.223625 1.259356 1.594449 0.299 -0.633 -0.775 0.913
C -4.102287 0.051301 2.001366 0.331 0.207 0.410 -1.260
O -2.439603 0.978732 0.482845 0.872 -0.340 -1.245 -0.364
H -3.652957 3.369106 1.139464 0.115 -0.163 -0.451 0.339
H -4.560796 2.719567 2.425616 -0.248 -0.224 0.069 0.425
H -5.006433 2.238393 0.781368 0.101 0.009 -0.168 0.354
H -2.507509 1.468043 2.402126 -0.404 0.102 0.723 -0.168
H -3.389844 -0.687957 2.372604 -0.425 -0.394 0.106 0.093
H -4.737065 -0.368093 1.218174 0.536 0.097 -0.554 0.299
H -4.852296 0.322892 2.749616 0.374 -0.016 0.504 0.436
C 2.672598 -1.743246 -2.238672 0.738 0.226 1.530 -1.056
O 1.403146 -1.152531 -2.444202 1.214 0.680 -1.269 0.125
C 1.434777 -0.269619 -3.551766 -0.924 0.883 0.533 -0.830
C 0.279319 0.755646 -3.382915 -0.193 0.130 -1.153 -0.781
N 0.168155 1.381844 -2.054901 0.508 -1.470 1.068 -0.087
C 1.456801 1.937970 -1.632518 1.050 1.341 -0.414 -0.038
C 1.191807 3.070137 -0.616265 0.358 -2.183 -1.103 -1.054
O 0.473195 2.328547 0.339804 -0.734 0.429 0.622 0.297
C 0.247140 2.982471 1.560415 0.002 0.842 0.916 -1.002
H 2.564944 -2.397831 -1.373469 -0.026 -0.055 -0.112 0.187
H 3.386716 -0.984947 -1.902878 -0.138 0.125 0.019 0.389
H 3.191631 -2.295877 -3.026636 -0.836 -0.016 -0.698 0.410
H 1.299640 -0.851475 -4.466123 -0.043 0.207 -0.228 0.508
H 2.378271 0.277260 -3.620615 0.202 -0.185 0.159 0.408
H -0.649177 0.311568 -3.744135 0.141 -0.145 0.719 -0.053
H 0.345957 1.592361 -4.088806 0.888 -0.088 -0.280 0.660
H -0.517489 2.125299 -2.113302 -0.174 -0.057 0.184 0.164
H 2.012975 2.345376 -2.485435 -0.109 0.183 -0.179 0.507
H 2.089096 1.159914 -1.200044 -0.207 -0.092 0.319 -0.258
H 0.622542 3.831286 -1.157193 -0.422 0.292 0.522 0.329
H 2.103437 3.506202 -0.208038 0.101 -0.072 0.037 0.464
H 1.074462 2.843751 2.263818 0.037 -0.527 -0.031 0.330
H -0.700202 2.674962 2.000714 0.063 -0.298 -0.204 0.021
H 0.202457 4.073762 1.488227 -0.204 0.040 -0.621 0.400
C -0.235803 -0.107246 3.345541 1.637 0.447 -0.162 -1.002
O -0.463187 -0.756114 2.120676 -1.245 -0.407 0.336 0.606
C -0.661367 -2.155502 2.276575 0.985 0.025 -1.220 -1.155
C -1.123114 -2.643754 0.911286 0.294 1.120 -0.729 -0.691
N -0.154550 -2.241795 -0.145717 -0.065 1.340 0.264 -0.126
C -0.454513 -2.764149 -1.485342 0.413 -0.563 1.150 -0.595
C -1.645438 -2.057517 -2.101665 0.119 0.273 -0.104 -1.041
O -1.530260 -0.628489 -1.994278 0.496 -1.031 0.639 0.451
C -2.630476 0.060841 -2.535540 -1.036 -0.095 0.341 -1.159
H -0.033928 0.928848 3.080056 -0.362 0.016 0.297 0.110
H 0.718365 -0.477726 3.740321 -0.021 -0.095 0.258 0.264
H -0.982328 -0.201040 4.136248 -0.470 -0.120 -0.424 0.299
H -1.381423 -2.431732 3.048416 -0.091 0.261 0.077 0.454
H 0.324084 -2.577307 2.504714 -0.017 -0.280 0.306 0.423
H -1.982388 -2.006981 0.687805 -0.580 -0.612 0.055 0.321
H -1.308759 -3.717204 0.849576 -0.272 -0.031 0.261 0.446
H 0.779982 -2.545727 0.105685 0.189 0.524 0.137 0.174
H -0.562576 -3.846297 -1.356067 -0.969 -0.155 -0.405 0.545
H 0.445387 -2.689669 -2.092790 -0.643 0.230 0.168 0.084
H -2.579188 -2.335098 -1.609598 -0.128 -0.243 -0.198 0.487
H -1.622810 -2.344148 -3.155469 -0.527 0.030 -0.167 0.404
H -3.557968 -0.314472 -2.093792 -0.003 0.029 0.076 0.335
H -2.728300 -0.046778 -3.620043 0.316 -0.202 -0.145 0.362
H -2.596767 1.119869 -2.287256 0.333 -0.122 0.227 0.206
```
Forces are in eV/Å.


This record from OMol25 describes a molecular structure, C6H16O2Tl at a distorted geometry. The level of theory is ωB97M-V with the def2-TZVPD basis set.

spin multiplicity = 1
LUMO energy = -18.18 eV
gap between HOMO and LUMO = 0.0717 Eh
net charge = +3
energy above the lowest of the compared OMol25 structures with the same formula, charge and spin = 0.0 kJ/mol

Structure (XYZ):
```
25
Properties=species:S:1:pos:R:3:forces:R:3:mulliken_charge:R:1
Tl -0.337772 -1.743372 -0.931602 -0.080 -0.353 -0.073 0.950
C 4.912463 -0.806334 -1.786203 0.734 1.193 -1.026 -1.049
C 3.606368 -0.496174 -0.994714 -0.376 -2.342 0.807 0.172
C 3.537953 1.083145 -0.754229 0.051 1.277 -0.099 -0.958
O 2.469852 -0.911528 -1.662205 1.050 0.837 0.005 -0.291
H 4.875398 -0.391221 -2.799146 0.202 0.048 0.059 0.427
H 5.066108 -1.891329 -1.894480 -0.669 -0.183 0.374 0.355
H 5.749155 -0.362807 -1.246111 -0.112 0.094 -0.004 0.390
H 3.692964 -0.973928 -0.017315 -0.621 -0.023 -0.012 0.377
H 2.611875 1.248528 -0.197406 -0.127 -0.341 -0.049 0.322
H 3.498740 1.605728 -1.709094 0.318 0.119 0.103 0.413
H 4.384921 1.338160 -0.115247 0.227 -0.086 -0.360 0.406
H 2.520723 -0.481057 -2.548776 -0.209 -0.415 0.090 0.464
C -3.708029 1.505725 1.104843 -1.260 0.227 0.838 -1.234
C -3.336924 0.000551 1.360182 2.141 0.639 -0.642 0.446
C -4.545199 -0.720068 2.126569 -2.075 -0.295 1.236 -1.014
O -2.982796 -0.619257 0.174920 -0.768 0.600 0.597 -0.274
H -2.853330 2.016552 0.648588 0.114 -0.400 -0.324 0.370
H -3.888080 1.931338 2.098113 0.040 -0.171 0.002 0.402
H -4.639508 1.668421 0.557269 0.149 -0.010 -0.252 0.485
H -2.473248 -0.027213 2.030349 -0.061 -0.542 0.036 0.318
H -5.238429 -1.194294 1.431514 0.168 0.250 -0.272 0.354
H -5.082886 -0.004317 2.752087 0.068 0.364 -0.495 0.379
H -4.202647 -1.449290 2.872545 0.962 -0.092 -0.562 0.347
H -3.637671 -0.325961 -0.500448 0.134 -0.396 0.023 0.443
```
Forces are in eV/Å.


This record from OMol25 describes a molecular structure, C3H2LaO3 at a distorted geometry. The level of theory is ωB97M-V with the def2-TZVPD basis set.

spin multiplicity = 2
LUMO energy (spin up / spin down) = -10.12 / -10.11 eV
gap between HOMO and LUMO (spin up / spin down) = 0.2240 / 0.2332 Eh
net charge = +2
energy above the lowest of the compared OMol25 structures with the same formula, charge and spin = 453.6 kJ/mol
expectation value of S² = 0.7507

Structure (XYZ):
```
9
Properties=species:S:1:pos:R:3:forces:R:3:mulliken_charge:R:1
C -1.920768 -0.033126 -0.858285 -0.878 -1.375 0.522 -0.585
C -0.938462 -0.768093 -0.725152 -0.090 3.672 -0.156 0.445
O 0.336611 -0.789492 -0.543178 3.057 -0.233 0.595 -0.412
C 1.140767 0.460052 0.027234 -4.684 -1.751 1.693 0.701
O 0.608816 1.592258 -0.136986 -2.719 -0.357 -1.484 -0.336
O 1.837930 0.093388 0.940329 1.965 -0.870 -0.224 -0.466
H -2.979305 0.105453 -0.700859 0.223 0.293 -0.404 0.343
La 2.428171 -2.165325 2.418732 -0.235 0.984 -0.809 1.890
H -0.513763 1.504885 -0.421839 3.361 -0.362 0.267 0.421
```
Forces are in eV/Å.